Record 1
The following is a DFT calculation (the ωB97M-V functional and the def2-TZVPD basis) of a molecular structure, C55H53FN4O3P2Re in a non-equilibrium geometry.

```
! RIJCOSX wB97M-V def2-TZVPD def2/J DEFGRID3
* xyz 2 2
H 4.24 -0.77 1.30
C 3.98 7.20 0.41
H 3.07 0.56 1.39
H 2.66 -1.22 -1.90
C 3.58 5.97 2.55
C -2.64 -3.06 -2.89
H -1.93 1.29 -1.03
H 0.10 -4.71 -1.15
H -5.28 3.03 0.71
H -1.62 1.79 -2.70
C -1.15 1.50 -1.76
H -2.04 1.65 3.14
H -6.27 -5.39 1.47
H 3.24 7.97 0.66
C 2.88 4.93 0.35
H 2.76 -0.95 2.28
C 4.61 6.67 1.68
C -0.10 -5.12 5.98
Re 0.39 -0.16 0.20
C -3.67 2.46 2.01
H -0.53 2.32 -1.40
C -3.68 -7.42 2.24
P -1.34 -0.91 1.83
H 2.30 3.89 3.45
C 3.32 6.08 -0.34
C 0.77 -5.27 4.90
H -2.84 -0.36 4.29
C -0.20 -1.16 6.25
C -4.43 1.14 0.14
H 1.50 1.24 -2.52
C -1.72 -3.10 -1.84
C 3.17 -3.37 0.72
H 1.74 -5.71 5.04
C -4.20 -4.81 1.47
C 2.97 -4.74 0.61
C -0.90 -4.31 3.44
H 1.71 -1.85 5.55
C 1.84 2.68 0.34
C -2.61 0.35 1.52
C 0.38 -1.40 3.93
C 2.35 3.86 2.37
C -3.46 0.18 0.43
C -1.35 -4.55 5.79
C 0.36 -4.86 3.64
H -3.38 -0.68 -0.22
C -2.32 -2.44 1.67
H -2.05 0.06 -4.05
H 0.33 1.01 -3.84
H -3.42 -1.93 -4.54
C -2.73 -1.95 -3.71
H 1.09 -1.66 3.16
C -2.64 -6.53 2.08
H 5.06 7.47 2.26
C 1.86 -5.20 -0.08
C 0.92 -4.31 -0.59
H 1.74 3.13 -2.31
C -2.71 1.50 2.31
O 0.30 0.93 1.88
H -3.28 -3.91 -3.06
H -2.20 -0.50 6.66
C -1.83 -0.66 4.55
N 2.44 -1.05 0.19
C -4.99 -7.01 2.04
C -2.89 -5.20 1.73
C -1.08 -0.86 -2.37
H 1.25 -0.37 -3.21
H -5.11 0.99 -0.69
H 0.20 -5.47 6.96
C 3.17 -0.53 1.36
H 4.83 4.55 3.62
H -3.08 -2.40 2.45
C 3.14 6.15 -1.70
H 1.03 -4.98 2.78
C 1.00 1.84 2.56
C -0.90 -0.97 3.57
H 4.18 -1.07 -1.02
N -0.29 0.30 -1.94
H -2.75 -3.73 4.40
C -1.76 -4.15 4.53
C -5.25 -5.71 1.64
H -4.44 -3.80 1.16
H 3.70 -5.43 1.02
C 0.73 -1.50 5.27
H 4.73 7.67 -0.22
C 4.22 5.43 3.83
P -1.44 -4.07 1.71
O 1.48 1.65 -0.33
C 2.17 3.95 -1.76
H 3.14 0.36 -1.23
H 5.41 5.96 1.43
C 2.32 3.85 -0.36
C -4.53 2.28 0.93
H -3.47 -8.44 2.54
H 0.07 -1.24 7.29
O 0.92 1.95 3.75
H -1.62 -6.85 2.25
F 2.40 5.19 -3.71
C 1.07 -2.95 -0.39
C -1.48 -0.75 5.89
N 0.18 -1.90 -0.71
C -0.88 -2.01 -1.63
H -2.81 -2.43 0.69
H 4.86 6.20 4.24
C 2.23 -2.50 0.22
H -2.02 -4.43 6.64
H 4.07 -3.00 1.19
N 2.95 4.86 1.75
C 3.15 -0.72 -1.07
C -1.95 -0.83 -3.44
H -1.72 -3.94 -1.17
C 2.56 5.09 -2.39
C 1.78 2.78 1.73
H 3.49 5.17 4.59
H 3.45 7.03 -2.25
H 2.79 6.67 2.80
C 0.77 0.57 -2.94
H 1.70 -6.26 -0.22
H -3.75 3.35 2.62
H -5.81 -7.71 2.19
*
```

The calculation puts the HOMO energy (alpha / beta) at -12.1 / -12.1 eV. The calculation puts the total energy at -3432.84888 Ha. Its expectation value of S² is 0.7584. The calculation puts the relative energy (zero: lowest compared OMol25 entry of this formula, charge and spin) at 26.8 kcal per mole. As for the HOMO-LUMO gap (alpha / beta): 6.1 / 6.0 eV.

Mulliken population analysis, charges in e, atoms 1 to 99: number 1, H, carries 0.65; number 2, C, carries -1.10; number 3, H, carries 0.15; number 4, H, carries 0.27; number 5, C, carries 0.48; number 6, C, carries -1.36; number 7, H, carries -0.13; number 8, H, carries 0.55; number 9, H, carries 0.42; number 10, H, carries 0.72; number 11, C, carries -0.62; number 12, H, carries 0.51; number 13, H, carries 0.43; number 14, H, carries 0.36; number 15, C, carries -1.18; number 16, H, carries 0.26; number 17, C, carries -1.03; number 18, C, carries -0.64; number 19, Re, carries 2.88; number 20, C, carries -0.92; number 21, H, carries 0.01; number 22, C, carries -0.69; number 23, P, carries 1.82; number 24, H, carries 0.78; number 25, C, carries 0.85; number 26, C, carries -0.63; number 27, H, carries 0.52; number 28, C, carries -0.96; number 29, C, carries -0.32; number 30, H, carries -0.14; number 31, C, carries -0.35; number 32, C, carries -0.46; number 33, H, carries 0.46; number 34, C, carries -0.37; number 35, C, carries -1.10; number 36, C, carries 1.00; number 37, H, carries 0.50; number 38, C, carries 0.16; number 39, C, carries 0.99; number 40, C, carries 0.24; number 41, C, carries -0.61; number 42, C, carries -1.05; number 43, C, carries -0.74; number 44, C, carries -0.31; number 45, H, carries -0.04; number 46, C, carries -2.05; number 47, H, carries 0.44; number 48, H, carries 0.52; number 49, H, carries 0.45; number 50, C, carries -1.22; number 51, H, carries -0.37; number 52, C, carries -0.52; number 53, H, carries 0.41; number 54, C, carries -0.77; number 55, C, carries -0.13; number 56, H, carries 0.68; number 57, C, carries -0.85; number 58, O, carries -0.29; number 59, H, carries 0.51; number 60, H, carries 0.46; number 61, C, carries -0.58; number 62, N, carries 0.41; number 63, C, carries -0.55; number 64, C, carries 0.38; number 65, C, carries 0.65; number 66, H, carries 0.29; number 67, H, carries 0.51; number 68, H, carries 0.43; number 69, C, carries -1.04; number 70, H, carries 0.39; number 71, H, carries 1.32; number 72, C, carries -0.71; number 73, H, carries 0.20; number 74, C, carries -0.22; number 75, C, carries 1.35; number 76, H, carries 0.49; number 77, N, carries 0.92; number 78, H, carries 0.41; number 79, C, carries -0.50; number 80, C, carries -0.72; number 81, H, carries 0.35; number 82, H, carries 0.49; number 83, C, carries -0.74; number 84, H, carries 0.49; number 85, C, carries -1.67; number 86, P, carries 0.68; number 87, O, carries -0.90; number 88, C, carries -0.68; number 89, H, carries 0.14; number 90, H, carries 0.34; number 91, C, carries 1.53; number 92, C, carries -0.86; number 93, H, carries 0.42; number 94, H, carries 0.47; number 95, O, carries -0.67; number 96, H, carries 0.37; number 97, F, carries -0.34; number 98, C, carries 0.02; number 99, C, carries -1.12

=====

Record 2
The following is a DFT calculation (the ωB97M-V functional and the def2-TZVPD basis) of 2 unconnected molecules or ions with the total composition C2H8NO in a non-equilibrium geometry.

```
! RIJCOSX wB97M-V def2-TZVPD def2/J DEFGRID3
* xyz -1 1
O -0.71 -0.75 -2.84
N 0.50 0.54 0.11
H -0.22 1.01 1.99
C 1.04 -0.76 0.50
H -0.80 2.02 0.58
H -1.57 -0.46 -3.11
H 0.40 -1.62 0.28
H -1.44 0.33 0.91
H 1.93 -0.94 -0.10
H 0.19 0.38 -0.86
H 1.28 -0.76 1.58
C -0.60 1.01 0.97
*
```

The calculation puts the HOMO energy at -2.3 eV. The calculation puts the total energy at -210.95445 Ha. The calculation puts the relative energy (zero: lowest compared OMol25 entry of this formula, charge and spin) at 18.7 kcal per mole. As for the HOMO-LUMO gap: 6.6 eV.

How is the electron density shared among the atoms? According to Mulliken, the charges in e are: number 1, O, carries -1.11; number 2, N, carries -0.44; number 3, H, carries 0.28; number 4, C, carries -0.85; number 5, H, carries 0.29; number 6, H, carries 0.13; number 7, H, carries 0.30; number 8, H, carries 0.28; number 9, H, carries 0.26; number 10, H, carries 0.34; number 11, H, carries 0.33; number 12, C, carries -0.80

=====

Record 3
The following is a DFT calculation (the ωB97M-V functional and the def2-TZVPD basis) of a molecular structure, C7H8GaN2O4S in a non-equilibrium geometry.

```
! RIJCOSX wB97M-V def2-TZVPD def2/J DEFGRID3
* xyz 3 1
C -2.25 -1.23 2.44
C 3.10 1.00 -2.61
H 2.05 2.90 -2.69
H 3.24 0.00 -3.06
O 1.27 2.26 1.59
Ga 1.01 0.55 -1.10
O -2.03 2.15 -1.32
N -1.93 -2.20 3.33
H -3.82 -0.06 1.96
H -4.16 -1.13 3.28
O 2.49 -1.89 0.81
H -2.58 -2.56 4.03
H 1.45 1.59 -3.90
H 3.84 1.31 -1.84
C 2.18 -1.08 0.08
O -0.64 -1.92 -2.27
N -3.52 -0.78 2.58
C 2.13 1.87 -3.07
S -1.17 -0.64 1.28
C 0.02 -1.03 -2.00
C -0.97 1.74 -1.40
C 1.29 1.75 0.57
H -1.00 -2.59 3.29
*
```

The calculation puts the HOMO energy at -18.4 eV. The calculation puts the total energy at -3003.71195 Ha. The calculation puts the relative energy (zero: lowest compared OMol25 entry of this formula, charge and spin) at 22.6 kcal per mole. As for the HOMO-LUMO gap: 4.4 eV.

How is the electron density shared among the atoms? According to Mulliken, the charges in e are: number 1, C, carries 0.55; number 2, C, carries -0.39; number 3, H, carries 0.38; number 4, H, carries 0.38; number 5, O, carries 0.01; number 6, Ga, carries 0.61; number 7, O, carries -0.01; number 8, N, carries -0.36; number 9, H, carries 0.19; number 10, H, carries 0.22; number 11, O, carries 0.00; number 12, H, carries 0.22; number 13, H, carries 0.38; number 14, H, carries 0.39; number 15, C, carries 0.28; number 16, O, carries 0.01; number 17, N, carries -0.35; number 18, C, carries -0.39; number 19, S, carries -0.47; number 20, C, carries 0.43; number 21, C, carries 0.28; number 22, C, carries 0.43; number 23, H, carries 0.19

=====

Record 4
The following is a DFT calculation (the ωB97M-V functional and the def2-TZVPD basis) of C21H26N4O3 in the gas phase.

```
! RIJCOSX wB97M-V def2-TZVPD def2/J DEFGRID3
* xyz 0 1
H 6.54 -3.70 0.38
C -0.47 0.73 0.95
H -5.46 0.79 2.01
O -2.51 -1.26 0.45
C 0.33 1.57 -1.69
H -7.83 0.54 1.37
C 5.68 -1.83 -0.48
C 0.49 -0.15 0.15
C 3.55 1.15 0.15
C -6.39 -1.04 -1.25
O -3.29 1.56 -1.12
H 3.46 -0.73 -0.66
C 5.38 -0.46 0.02
O 6.20 0.24 0.56
H -2.24 -3.16 1.06
C 6.70 -2.63 0.29
H -0.19 3.06 -0.22
C -2.90 -2.32 1.29
H 7.16 -2.73 -1.89
H 5.10 2.27 1.23
C -7.39 -0.53 -0.43
C 7.06 -2.07 -1.04
H 1.18 -0.66 0.83
C 3.08 3.16 0.89
C -5.72 0.27 1.10
C 4.10 2.21 0.84
H -3.19 0.24 1.70
N 1.99 2.73 0.30
H -4.28 -1.29 -1.52
H -0.09 -0.90 -0.39
H 0.10 1.51 1.47
N -1.38 1.38 0.05
H -8.43 -0.64 -0.71
C -7.05 0.13 0.74
N 4.08 -0.08 -0.20
N 2.27 1.51 -0.17
H -1.00 0.12 1.68
H 7.72 -1.22 -1.06
H 0.90 2.29 -2.27
H -2.79 -2.04 2.35
H 4.86 -2.37 -0.93
H 3.09 4.13 1.35
H -1.44 2.79 -1.47
C -4.72 -0.24 0.28
C -3.27 -0.08 0.65
H -6.65 -1.55 -2.16
C -0.70 2.31 -0.83
H 7.12 -2.16 1.16
C 1.28 0.70 -0.86
C -2.65 1.02 -0.24
C -5.07 -0.90 -0.89
H -3.94 -2.61 1.12
H -0.20 0.91 -2.38
H 1.82 0.04 -1.55
*
```

The calculation puts the HOMO energy at -8.6 eV. The calculation puts the total energy at -1260.55492 Ha. The SMILES is CO[C@@H](C(=O)N1CCC(n2nccc2NC(=O)C2CC2)CC1)c1ccccc1. The calculation puts the relative energy (zero: lowest compared OMol25 entry of this formula, charge and spin) at 64.3 kcal per mole. As for the HOMO-LUMO gap: 9.0 eV.

How is the electron density shared among the atoms? According to Mulliken, the charges in e are: number 1, H, carries 0.26; number 2, C, carries -1.18; number 3, H, carries 0.38; number 4, O, carries -0.30; number 5, C, carries -1.26; number 6, H, carries 0.40; number 7, C, carries 0.13; number 8, C, carries -0.48; number 9, C, carries 0.41; number 10, C, carries -0.74; number 11, O, carries -0.68; number 12, H, carries 0.06; number 13, C, carries 0.37; number 14, O, carries -0.66; number 15, H, carries 0.28; number 16, C, carries -0.62; number 17, H, carries 0.51; number 18, C, carries -0.84; number 19, H, carries 0.26; number 20, H, carries 0.51; number 21, C, carries -0.38; number 22, C, carries -0.60; number 23, H, carries 0.48; number 24, C, carries -0.58; number 25, C, carries -0.25; number 26, C, carries -0.76; number 27, H, carries 0.59; number 28, N, carries -0.95; number 29, H, carries 0.38; number 30, H, carries 0.48; number 31, H, carries 0.61; number 32, N, carries 0.05; number 33, H, carries 0.39; number 34, C, carries -0.75; number 35, N, carries 0.06; number 36, N, carries 0.95; number 37, H, carries 0.43; number 38, H, carries 0.24; number 39, H, carries 0.52; number 40, H, carries 0.35; number 41, H, carries 0.30; number 42, H, carries 0.46; number 43, H, carries 0.45; number 44, C, carries 0.17; number 45, C, carries 0.08; number 46, H, carries 0.38; number 47, C, carries -1.07; number 48, H, carries 0.25; number 49, C, carries -0.63; number 50, C, carries 0.46; number 51, C, carries -0.14; number 52, H, carries 0.29; number 53, H, carries 0.42; number 54, H, carries 0.48

=====

Question: Which of these has the highest total energy?
Answer: C2H8NO

=====

Question: Number 2 is which compound?
Answer: C2H8NO

=====

Question: Number 3 is which compound?
Answer: C7H8GaN2O4S

=====

Question: Among the records above, which one has the lowest total energy?
Answer: C55H53FN4O3P2Re